This record from the OMol25 dataset describes 3 unconnected molecules or ions with the total composition C28H53ClF3N3O11PS. The level of theory is the ωB97M-V functional and the def2-TZVPD basis.

CARTESIAN COORDINATES (ANGSTROEM)
C -6.955 -3.213 -2.261
O -6.021 -2.489 -3.046
C -5.138 -1.680 -2.305
C -4.344 -0.854 -3.303
C -3.140 -0.103 -2.712
C -3.329 0.450 -1.284
C -2.623 1.802 -1.031
C -1.458 1.731 -0.018
C -0.127 1.674 -0.754
N 1.074 1.995 0.065
Cl 1.059 3.519 0.797
C 2.115 1.241 0.192
N 3.327 1.697 0.738
C 4.229 1.341 -0.402
O 5.530 1.131 0.025
C 4.228 2.506 -1.438
O 3.845 3.735 -0.849
C 4.811 4.371 -0.105
C 4.213 5.302 0.897
O 5.967 4.175 -0.287
C 3.593 -0.036 -0.898
P 4.628 -1.509 -0.319
S 5.148 -1.523 1.549
C 3.438 -0.144 -2.428
F 3.129 -1.411 -2.766
F 4.577 0.184 -3.050
F 2.455 0.630 -2.909
N 2.195 -0.031 -0.363
C 1.759 -1.159 0.528
C 0.414 -0.961 1.224
C 0.464 -1.523 2.645
C 1.414 -0.736 3.551
O 0.710 -0.315 4.685
C 1.500 0.459 5.564
H -6.827 -4.283 -2.435
H -6.821 -3.021 -1.193
H -7.971 -2.917 -2.530
H -4.472 -2.306 -1.690
H -5.714 -1.033 -1.632
H -3.982 -1.548 -4.065
H -5.026 -0.170 -3.811
H -2.904 0.731 -3.377
H -2.284 -0.785 -2.721
H -2.950 -0.286 -0.570
H -4.390 0.567 -1.066
H -2.249 2.182 -1.985
H -3.346 2.524 -0.656
H -1.483 2.600 0.640
H -1.599 0.848 0.604
H 0.071 0.709 -1.216
H -0.125 2.427 -1.546
H 3.566 1.026 1.483
H 5.712 1.563 0.869
H 5.246 2.562 -1.822
H 3.564 2.358 -2.282
H 5.006 5.873 1.370
H 3.643 4.726 1.627
H 3.524 5.985 0.399
H 5.656 -1.454 -1.267
H 3.838 -2.595 -0.697
H 1.704 -2.039 -0.112
H 2.529 -1.338 1.280
H -0.381 -1.457 0.663
H 0.144 0.091 1.303
H -0.530 -1.472 3.088
H 0.759 -2.574 2.616
H 1.805 0.155 3.012
H 2.295 -1.329 3.832
H 2.413 -0.075 5.849
H 0.903 0.658 6.449
H 1.788 1.409 5.095
C 10.032 1.244 0.666
C 9.232 0.105 1.258
O 10.032 -0.747 2.091
C 10.297 -0.262 3.306
O 9.884 0.777 3.757
O 11.087 -1.126 3.936
C 11.500 -0.714 5.246
H 10.893 0.859 0.119
H 9.409 1.817 -0.022
H 10.390 1.914 1.446
H 8.864 -0.554 0.473
H 8.377 0.466 1.830
H 10.637 -0.472 5.862
H 12.156 0.151 5.179
H 12.036 -1.561 5.661
C -13.696 -1.866 -0.208
C -13.592 -3.044 -1.151
O -13.468 -2.628 -2.524
C -12.267 -2.190 -2.886
O -11.283 -2.146 -2.190
O -12.328 -1.815 -4.163
C -11.109 -1.282 -4.688
H -14.524 -1.219 -0.499
H -13.875 -2.223 0.807
H -12.779 -1.281 -0.213
H -14.504 -3.637 -1.134
H -12.754 -3.693 -0.895
H -10.287 -1.980 -4.542
H -10.872 -0.334 -4.208
H -11.289 -1.129 -5.748

HOMO in eV: -11.33
Electronic energy in eV: -97678.86276
Charge: +1

***

This record from the OMol25 dataset describes 2 unconnected molecules or ions with the total composition C2H8N2O. The level of theory is the ωB97M-V functional and the def2-TZVPD basis.

CARTESIAN COORDINATES (ANGSTROEM)
N -1.159 -3.320 0.387
C -0.150 -2.410 0.399
O -0.202 -1.353 0.976
H -2.089 -3.005 0.607
H -1.032 -4.180 -0.116
H 0.722 -2.738 -0.190
C 0.284 2.814 -0.630
N 0.867 1.940 0.373
H 0.356 3.840 -0.263
H -0.793 2.612 -0.655
H 0.676 2.703 -1.639
H 0.683 0.962 0.200
H 1.838 2.135 0.551

HOMO in eV: -8.55
SMILES: NC=O.CN
Electronic energy in eV: -7231.32421

***

This record from the OMol25 dataset describes 2 unconnected molecules or ions with the total composition C6H12I2NO3 in a non-equilibrium geometry. The level of theory is the ωB97M-V functional and the def2-TZVPD basis.

CARTESIAN COORDINATES (ANGSTROEM)
C 0.032 0.542 2.912
C 1.311 0.897 0.347
C -1.133 1.277 0.134
C -1.145 -1.325 -1.001
C 1.003 -1.852 -0.163
C -0.073 0.299 0.482
N -0.156 -0.983 -0.339
O 0.408 1.671 2.953
O -0.250 -0.216 1.840
O -0.144 1.136 -2.912
I -0.423 -0.685 4.600
I -0.850 -0.408 -3.992
H 1.528 0.744 -0.687
H 1.226 1.956 0.526
H 1.961 0.440 1.055
H -1.000 1.749 -0.814
H -1.345 1.933 0.884
H -2.126 0.807 0.063
H -2.139 -0.734 -0.826
H 0.731 1.445 -3.094
H -1.332 -2.238 -1.599
H 1.888 -1.390 -0.675
H 1.322 -2.186 0.852
H 0.704 -2.878 -0.545

HOMO in eV: -12.69
Electronic energy in eV: -30241.26569
Charge: +1

***

This record from the OMol25 dataset describes a molecular structure, C25H43AlF9O15S in a non-equilibrium geometry. The level of theory is the ωB97M-V functional and the def2-TZVPD basis.

CARTESIAN COORDINATES (ANGSTROEM)
C 2.847 -2.488 -0.006
C 2.586 -2.954 -1.327
C 2.411 -3.399 -2.928
Al 4.312 -3.576 -3.677
C 5.206 -5.211 -2.819
C 6.832 -5.035 -2.686
C 7.552 -4.083 -1.796
C 4.373 -3.635 -5.769
C 5.961 -3.638 -6.159
C 6.396 -2.542 -7.316
F 5.219 -2.007 -8.098
F 7.125 -3.382 -8.347
C 7.471 -1.420 -6.853
F 8.639 -2.155 -6.239
F 8.051 -0.760 -8.082
S 6.945 -0.118 -5.658
F 7.295 -1.137 -4.281
F 5.324 -0.623 -5.537
F 6.595 0.941 -7.005
F 8.603 0.436 -5.600
F 6.573 1.154 -4.571
H 3.475 -2.064 0.914
H 1.767 -2.636 -3.539
H 1.844 -4.445 -2.954
H 5.136 -2.256 -3.252
H 4.740 -5.319 -1.728
H 4.946 -6.208 -3.378
H 7.495 -5.745 -3.374
H 7.135 -3.657 -0.783
H 8.650 -3.761 -2.132
H 3.768 -2.694 -6.109
H 3.770 -4.581 -6.178
H 6.626 -3.500 -5.178
H 6.212 -4.743 -6.533
C -0.505 1.359 3.594
O 0.041 2.289 2.661
C 1.282 1.968 2.215
O 1.931 0.987 2.543
O 1.676 2.929 1.342
C 2.974 2.722 0.788
H -1.498 1.714 3.883
H -0.613 0.370 3.137
H 0.116 1.305 4.494
H 3.006 1.788 0.218
H 3.735 2.723 1.576
H 3.186 3.549 0.105
C -1.354 -2.156 -9.576
O 0.051 -2.355 -9.428
C 0.783 -1.213 -9.459
O 0.343 -0.082 -9.598
O 2.090 -1.546 -9.307
C 2.984 -0.435 -9.321
H -1.840 -3.134 -9.536
H -1.746 -1.543 -8.758
H -1.578 -1.699 -10.545
H 2.766 0.246 -8.492
H 2.933 0.090 -10.280
H 4.000 -0.818 -9.192
C -0.686 2.999 8.860
O -1.708 2.069 9.214
C -1.999 1.164 8.246
O -1.472 1.095 7.147
O -2.978 0.348 8.713
C -3.389 -0.661 7.794
H -0.536 3.674 9.707
H 0.257 2.480 8.662
H -0.991 3.595 7.994
H -2.554 -1.327 7.553
H -3.802 -0.211 6.885
H -4.175 -1.254 8.271
C -6.902 2.984 4.750
O -6.356 3.914 3.816
C -5.115 3.594 3.371
O -4.466 2.613 3.698
O -4.720 4.555 2.498
C -3.422 4.348 1.944
H -7.895 3.339 5.038
H -7.009 1.996 4.292
H -6.281 2.931 5.649
H -3.391 3.414 1.374
H -2.662 4.348 2.731
H -3.210 5.175 1.261
C -9.671 4.278 9.040
O -10.802 3.411 9.099
C -10.926 2.583 8.031
O -10.174 2.533 7.070
O -12.033 1.820 8.216
C -12.292 0.895 7.162
H -9.671 4.894 9.943
H -8.742 3.700 9.017
H -9.738 4.941 8.171
H -11.467 0.182 7.064
H -12.463 1.423 6.218
H -13.199 0.339 7.415

HOMO in eV: -4.89
Electronic energy in eV: -99213.01245
Charge: -1